4 unconnected molecules or ions with the total composition C39H67N5O7PS2, computed with ωB97M-V/def2-TZVPD.

Structure (XYZ):
```
121
Properties=species:S:1:pos:R:3:forces:R:3
C 4.174 0.342 4.174 -0.738 -0.172 0.554
C 3.578 1.403 4.271 -0.043 0.458 -0.048
C 2.806 2.739 4.438 -0.221 -0.767 0.192
C 1.459 2.824 3.575 0.166 0.852 0.340
C 0.518 1.557 3.737 -0.194 0.512 0.380
C -0.236 1.069 2.423 -2.552 -1.166 1.305
C -1.302 2.153 1.941 -0.118 0.955 0.026
C -0.710 3.418 1.175 -0.610 1.155 0.667
C -1.746 4.075 0.140 1.374 0.804 0.551
N -1.760 3.402 -1.187 -0.737 0.201 1.112
C -1.233 -0.054 3.055 -1.440 -1.346 0.635
N -1.951 0.010 4.315 2.284 -0.936 -0.058
C -1.349 -0.565 5.247 1.890 0.791 0.511
S -0.262 -1.070 6.337 -2.557 0.685 -1.781
N -1.453 -1.163 2.347 2.329 2.426 0.695
S -2.511 -2.515 2.777 -6.361 -3.704 -0.400
C -1.641 -3.628 3.995 1.914 0.753 -0.050
O -2.834 -3.359 1.629 2.544 1.741 0.770
O -3.807 -2.035 3.302 3.461 0.746 0.348
C -0.671 -1.023 1.036 -0.290 0.319 0.536
C -1.846 -0.618 0.039 -0.625 0.048 -1.216
C -2.165 -1.599 -1.153 -0.387 -0.056 -1.062
C -1.080 -1.661 -2.301 -0.216 -1.095 -0.136
O -1.011 -0.470 -3.116 -0.669 -1.075 -0.094
P 0.374 -2.588 0.811 0.626 -2.676 -1.990
N -0.275 -3.823 0.065 0.383 0.569 0.226
C 0.476 0.079 1.375 -0.595 0.398 0.282
N 1.573 -0.585 2.099 -0.283 -0.086 -0.298
C 0.950 0.565 -0.056 0.500 -0.203 -0.696
C 2.490 0.809 -0.289 0.766 0.793 -1.338
C 3.156 1.981 0.534 -0.475 0.666 -0.238
O 3.281 -0.417 -0.275 -0.530 1.400 0.140
C 4.459 -0.289 -1.098 1.308 -1.692 0.006
C 5.595 -1.129 -0.364 1.338 -1.489 0.778
C 5.475 -2.631 -0.437 1.946 0.821 1.382
C 6.445 -3.546 0.241 0.154 3.310 0.316
C 7.571 -2.925 1.023 -2.054 1.410 -1.455
C 7.707 -1.428 1.085 -1.766 -1.548 -0.949
C 6.721 -0.526 0.399 -0.184 -2.979 0.009
H 4.565 -0.707 4.249 -0.391 1.866 -0.355
H 2.482 2.799 5.527 0.504 -0.175 -1.222
H 3.449 3.656 4.261 -0.624 -1.306 0.012
H 1.651 3.128 2.499 -0.063 -0.767 1.342
H 0.908 3.723 4.015 0.630 -1.169 -0.590
H 1.016 0.683 4.274 -0.274 1.237 -0.928
H -0.302 1.886 4.460 0.958 -0.500 -1.048
H -2.154 1.748 1.323 1.080 -0.013 0.600
H -1.785 2.560 2.893 0.523 -0.620 -1.214
H 0.315 3.268 0.724 -1.319 -0.015 0.224
H -0.567 4.227 1.968 -0.003 -1.048 -1.013
H -2.771 4.212 0.610 1.151 -0.484 -0.411
H -1.348 5.135 -0.019 -0.574 -1.260 0.202
H -2.740 3.429 -1.500 0.843 -0.484 -0.200
H -1.429 2.438 -1.094 -0.528 0.327 -0.263
H -2.137 -3.613 5.004 0.280 0.156 -1.265
H -1.523 -4.663 3.548 -0.675 1.389 0.222
H -0.581 -3.210 4.062 -1.340 -0.566 0.227
H -2.818 -0.517 0.629 1.376 -0.217 -0.565
H -1.709 0.414 -0.429 0.268 -1.366 0.692
H -3.119 -1.207 -1.644 1.215 -0.349 0.656
H -2.402 -2.663 -0.860 0.485 1.303 0.143
H -0.055 -1.946 -1.885 -1.170 0.678 -0.544
H -1.355 -2.529 -2.990 0.332 0.945 1.029
H -1.475 -0.736 -3.951 0.822 0.561 0.809
H 0.718 -3.038 2.142 -0.317 1.002 -0.377
H 1.580 -2.252 0.096 -0.617 0.523 0.968
H 0.302 -4.056 -0.750 -0.444 0.052 0.278
H 1.291 -1.007 2.987 -0.032 0.322 -0.324
H 2.358 0.037 2.316 -0.289 -0.252 -0.334
H 0.404 1.482 -0.451 0.665 -1.150 0.846
H 0.681 -0.256 -0.803 0.333 1.054 0.970
H 2.566 1.148 -1.382 -0.502 -0.187 1.351
H 3.167 1.849 1.651 0.185 -0.142 -1.174
H 2.544 2.924 0.329 0.746 -1.147 0.222
H 4.205 2.225 0.164 -1.324 -0.551 0.565
H 4.771 0.771 -1.317 -0.342 -1.042 0.480
H 4.266 -0.820 -2.088 0.128 0.813 1.087
H 4.621 -3.088 -1.008 0.991 0.630 0.606
H 6.307 -4.669 0.194 0.253 1.626 0.031
H 8.279 -3.624 1.555 -0.781 1.166 -0.662
H 8.561 -1.012 1.702 -1.245 -0.417 -0.976
H 6.843 0.585 0.492 -0.184 -1.266 -0.188
C -0.482 -2.756 -8.140 0.381 -0.150 -0.040
C -1.709 -3.547 -7.737 -0.426 0.029 -0.221
C -1.698 -3.399 -6.228 0.027 -0.189 0.263
O -1.100 -2.126 -5.939 -0.057 -0.043 -0.065
C -0.500 -1.615 -7.140 -0.068 0.355 0.006
H -0.500 -2.414 -9.175 -0.007 0.014 0.073
H 0.416 -3.365 -7.997 -0.011 0.075 -0.043
H -2.606 -3.077 -8.151 0.001 -0.072 0.086
H -1.688 -4.588 -8.062 0.018 0.047 0.064
H -1.083 -4.173 -5.756 -0.047 -0.052 -0.010
H -2.700 -3.440 -5.796 0.054 0.090 0.020
H -1.118 -0.785 -7.496 0.061 0.010 -0.064
H 0.499 -1.235 -6.918 -0.074 -0.004 0.119
C 0.111 2.622 8.060 0.142 -0.344 -0.158
C 0.646 3.833 8.794 -0.056 0.158 0.333
C 0.571 4.906 7.723 0.127 0.155 -0.191
O -0.534 4.567 6.873 0.136 -0.285 0.064
C -0.962 3.235 7.179 -0.265 0.251 0.110
H -0.274 1.843 8.719 0.004 0.035 -0.045
H 0.900 2.185 7.438 -0.025 -0.039 0.028
H -0.018 4.087 9.625 0.070 -0.003 -0.036
H 1.652 3.698 9.192 -0.054 0.024 -0.039
H 1.478 4.918 7.108 0.067 0.051 0.072
H 0.421 5.904 8.139 -0.058 -0.034 -0.122
H -1.919 3.303 7.708 -0.017 -0.130 -0.041
H -1.116 2.676 6.252 -0.057 0.090 -0.035
C -5.833 0.298 -7.581 0.199 0.286 0.201
C -6.022 0.000 -9.054 -0.315 -0.023 -0.224
C -5.041 -1.137 -9.273 0.277 -0.121 -0.074
O -4.956 -1.857 -8.035 -0.088 0.280 -0.006
C -5.595 -1.087 -7.008 -0.131 -0.293 0.082
H -6.681 0.808 -7.123 0.041 -0.050 -0.011
H -4.942 0.919 -7.439 -0.060 -0.015 0.025
H -7.044 -0.349 -9.233 0.061 0.031 -0.030
H -5.835 0.855 -9.703 0.012 -0.064 0.026
H -4.041 -0.758 -9.510 -0.023 0.037 -0.094
H -5.355 -1.814 -10.070 0.055 -0.054 0.099
H -6.541 -1.580 -6.758 -0.004 0.061 0.082
H -4.965 -1.070 -6.116 0.039 -0.094 -0.064
```
Positions in Å, forces in eV/Å.

Output
Charge: +1
Energy above the lowest of the compared OMol25 structures with the same formula, charge and spin, eV: 0.0000
E_HOMO, eV: -10.7466